Arrangement a

ORCA calculation (ωB97M-V/def2-TZVPD) on an isolated ion of composition C3H11N2S2 and charge +1.

E_LUMO: -3.280 eV
HOMO energy: -12.92 eV
Gap between HOMO and LUMO: 9.64 eV
SMILES string: NC[C@H]([NH3+])CSS

The geometry in ORCA input format:
```
! wB97M-V def2-TZVPD RIJCOSX def2/J DEFGRID3
* xyz 1 1
S 1.414 3.427 -1.422
S 2.124 1.712 -0.625
N -1.650 -1.827 0.351
N 0.891 -1.268 -0.299
C -1.240 -0.441 0.687
C 0.044 -0.049 -0.085
C 0.856 1.053 0.520
H 1.318 0.874 1.491
H -0.325 0.266 -1.060
H -1.122 -0.241 1.755
H 0.253 1.944 0.721
H -2.038 -2.231 1.199
H 0.657 2.931 -2.379
H -2.355 -1.763 -0.370
H 1.093 -1.633 0.626
H -2.004 0.290 0.406
H 1.767 -1.064 -0.770
H 0.317 -1.980 -0.747
*
```

---

Arrangement b

ORCA calculation (ωB97M-V/def2-TZVPD) on an isolated ion of composition C3H11N2S2 and charge +1.

E_LUMO: -3.484 eV
HOMO energy: -13.35 eV
Gap between HOMO and LUMO: 9.87 eV
SMILES string: CC[C@@](N)([NH3+])SS

The geometry in ORCA input format:
```
! wB97M-V def2-TZVPD RIJCOSX def2/J DEFGRID3
* xyz 1 1
S 1.514 1.057 0.148
S 3.270 0.029 -0.297
N 0.539 -1.380 1.072
N 0.136 -0.801 -1.178
C 0.318 -0.351 0.217
C -1.240 0.418 0.699
C -1.662 1.364 -0.376
H -2.038 0.949 -1.247
H 3.390 -0.026 1.043
H 0.056 -0.010 -1.863
H -1.884 -0.439 0.775
H -0.646 -1.492 -1.279
H -1.108 2.184 -0.490
H -2.525 1.985 -0.129
H 1.479 -1.821 0.890
H -1.024 0.876 1.616
H 0.905 -1.346 -1.636
H 0.518 -1.195 2.033
*
```

---

arrangement a is preferred energetically. Next in line: 0.0476 hartree higher.

---

Arrangement a

ORCA calculation (ωB97M-V/def2-TZVPD) on a 2-piece molecular cluster, C3H5F overall.

E_LUMO: 1.149 eV
HOMO energy: -10.90 eV
Gap between HOMO and LUMO: 12.05 eV
SMILES string: C#C.CF

The geometry in ORCA input format:
```
! wB97M-V def2-TZVPD RIJCOSX def2/J DEFGRID3
* xyz 0 1
F 0.932 1.382 0.862
C -0.294 1.788 1.303
C -1.489 -1.413 -0.943
C -0.871 -0.525 -1.417
H -1.905 -2.437 -0.801
H -0.391 1.407 2.401
H -0.279 2.894 1.322
H -0.411 0.389 -1.544
H -0.974 1.319 0.612
*
```

---

Arrangement b

ORCA calculation (ωB97M-V/def2-TZVPD) on a 2-piece molecular cluster, C3H5F overall.

E_LUMO (spin up / spin down): 0.291 / -0.304 eV
HOMO energy (spin up / spin down): -8.65 / -7.71 eV
Gap between HOMO and LUMO (spin up / spin down): 8.94 / 7.40 eV

The geometry in ORCA input format:
```
! wB97M-V def2-TZVPD RIJCOSX def2/J DEFGRID3
* xyz 0 1
F -0.658 -0.366 1.673
C -0.031 -0.112 0.610
C -0.239 1.299 0.136
C 0.251 -1.715 -0.804
H 0.703 1.692 -0.243
H -0.784 1.149 -0.686
H 0.445 -2.588 -0.210
H 1.048 -1.357 -1.359
H -0.736 1.999 0.883
*
```

---

arrangement a is preferred energetically. Next in line: 0.1277 hartree higher.

---

Arrangement a

ORCA calculation (ωB97M-V/def2-TZVPD) on a 2-piece molecular cluster, CH5N3O overall.

E_LUMO: -0.494 eV
HOMO energy: -8.94 eV
Gap between HOMO and LUMO: 8.44 eV

The geometry in ORCA input format:
```
! wB97M-V def2-TZVPD RIJCOSX def2/J DEFGRID3
* xyz 0 1
O 0.505 1.344 1.219
N 0.523 -1.118 0.660
N 0.034 0.990 -0.085
N -0.876 -0.732 -1.387
C -0.081 -0.425 -0.267
H -0.980 -0.043 -2.166
H 0.201 -2.164 0.503
H 0.738 0.451 1.478
H -0.474 -2.048 -2.047
H -0.805 1.614 -0.234
*
```

---

Arrangement b

ORCA calculation (ωB97M-V/def2-TZVPD) on one molecule with the formula CH5N3O.

E_LUMO: 0.813 eV
HOMO energy: -9.60 eV
Gap between HOMO and LUMO: 10.41 eV
SMILES string: NNC(N)=O

The geometry in ORCA input format:
```
! wB97M-V def2-TZVPD RIJCOSX def2/J DEFGRID3
* xyz 0 1
O 0.544 1.775 -0.029
N -0.544 -0.230 -0.065
N 1.730 -0.301 -0.034
N -1.824 0.273 0.039
C 0.603 0.545 -0.028
H -2.260 0.071 0.829
H 2.678 0.138 0.125
H -2.485 0.225 -0.727
H -0.261 -1.186 -0.371
H 1.819 -1.309 0.260
*
```

---

arrangement b is preferred energetically. Next in line: 0.1234 hartree higher.

---

Arrangement a

ORCA calculation (ωB97M-V/def2-TZVPD) on one molecule with the formula CH5N3O.

E_LUMO: 0.622 eV
HOMO energy: -8.84 eV
Gap between HOMO and LUMO: 9.47 eV
SMILES string: N/N=C\NO

The geometry in ORCA input format:
```
! wB97M-V def2-TZVPD RIJCOSX def2/J DEFGRID3
* xyz 0 1
O -2.161 -0.202 -0.321
N 1.137 0.789 -0.152
N 1.580 -0.615 -0.153
N -0.780 -0.247 0.151
C -0.083 0.903 0.056
H -2.734 0.055 0.677
H -0.561 1.925 -0.203
H -0.232 -0.815 -0.465
H 1.215 -1.139 0.681
H 2.621 -0.654 -0.270
*
```

---

Arrangement b

ORCA calculation (ωB97M-V/def2-TZVPD) on one molecule with the formula CH5N3O.

E_LUMO: 0.659 eV
HOMO energy: -9.24 eV
Gap between HOMO and LUMO: 9.90 eV
SMILES string: [H]/N=C(/N)NO

The geometry in ORCA input format:
```
! wB97M-V def2-TZVPD RIJCOSX def2/J DEFGRID3
* xyz 0 1
O -0.903 1.512 0.573
N 1.415 -0.928 -0.655
N -0.791 0.721 -0.628
N -0.084 -0.778 0.994
C 0.197 -0.475 -0.298
H 0.116 1.819 0.665
H -0.317 1.300 -1.450
H 0.145 -1.727 1.120
H -1.130 -0.744 1.457
H 1.351 -0.699 -1.779
*
```

---

Arrangement c

ORCA calculation (ωB97M-V/def2-TZVPD) on one molecule with the formula CH5N3O.

E_LUMO: 0.761 eV
HOMO energy: -9.83 eV
Gap between HOMO and LUMO: 10.59 eV
SMILES string: [H]/N=C(/N)NO

The geometry in ORCA input format:
```
! wB97M-V def2-TZVPD RIJCOSX def2/J DEFGRID3
* xyz 0 1
O 1.664 -0.237 0.323
N 0.501 -0.772 -0.623
N -1.693 -0.550 0.261
N -0.180 1.248 -0.192
C -0.624 -0.017 -0.079
H -0.805 2.051 0.149
H 0.714 1.642 -0.569
H 1.206 0.050 1.057
H -1.261 -1.666 0.088
H 0.478 -1.749 -0.415
*
```

---

arrangement c is preferred energetically. Next in line: 0.0202 hartree higher.